# 1
{"formula": "C38H101N9O18", "method": "the ωB97M-V functional and the def2-TZVPD basis", "elements": ["C", "N", "C", "C", "C", "C", "O", "H", "H", "H", "H", "H", "H", "H", "H", "H", "H", "H", "H", "H", "H", "C", "N", "C", "C", "C", "C", "O", "H", "H", "H", "H", "H", "H", "H", "H", "H", "H", "H", "H", "H", "H", "C", "N", "C", "C", "C", "C", "O", "H", "H", "H", "H", "H", "H", "H", "H", "H", "H", "H", "H", "H", "H", "C", "C", "C", "O", "C", "N", "H", "H", "H", "H", "H", "H", "H", "H", "H", "H", "H", "H", "C", "C", "C", "O", "C", "N", "H", "H", "H", "H", "H", "H", "H", "H", "H", "H", "H", "H", "C", "C", "O", "N", "H", "H", "C", "H", "H", "H", "H", "H", "H", "C", "C", "O", "N", "H", "H", "C", "H", "H", "H", "H", "H", "H", "C", "C", "O", "N", "H", "H", "C", "H", "H", "H", "H", "H", "H", "C", "C", "O", "N", "H", "H", "C", "H", "H", "H", "H", "H", "H", "O", "C", "O", "O", "H", "O", "C", "O", "O", "H", "O", "C", "O", "O", "H"], "coordinates": [[7.296, 2.689, 2.700], [6.107, 3.708, 2.666], [6.246, 4.562, 3.914], [6.294, 4.613, 1.462], [4.725, 3.021, 2.646], [4.566, 1.718, 1.833], [4.635, 2.089, 0.479], [7.548, 2.355, 1.693], [7.077, 1.854, 3.365], [8.185, 3.259, 2.969], [5.458, 5.312, 3.995], [7.227, 5.038, 3.899], [6.271, 3.800, 4.692], [6.448, 4.037, 0.549], [7.246, 5.122, 1.617], [5.485, 5.312, 1.250], [4.063, 3.784, 2.237], [4.453, 2.767, 3.670], [3.622, 1.207, 2.022], [5.239, 0.881, 2.022], [5.112, 1.488, -0.098], [-7.286, -4.629, 1.421], [-5.813, -4.723, 1.112], [-5.262, -3.300, 0.919], [-5.106, -5.281, 2.375], [-5.613, -5.746, -0.051], [-4.163, -6.133, -0.409], [-3.559, -5.087, -1.106], [-7.870, -4.369, 0.539], [-7.375, -3.972, 2.286], [-7.545, -5.653, 1.691], [-4.172, -3.289, 0.952], [-5.741, -2.706, 1.697], [-5.657, -3.051, -0.065], [-5.432, -6.278, 2.674], [-5.162, -4.616, 3.236], [-4.026, -5.227, 2.235], [-6.244, -5.342, -0.843], [-6.235, -6.602, 0.209], [-4.125, -7.093, -0.924], [-3.494, -6.433, 0.397], [-4.084, -4.697, -1.808], [-2.033, 3.947, -4.354], [-1.146, 3.203, -5.350], [-2.016, 2.372, -6.251], [-0.466, 4.282, -6.248], [-0.005, 2.309, -4.708], [-0.386, 1.553, -3.413], [-1.434, 0.592, -3.518], [-2.620, 4.645, -4.952], [-1.410, 4.556, -3.698], [-2.737, 3.337, -3.788], [-1.313, 1.907, -6.943], [-2.639, 3.019, -6.869], [-2.436, 1.655, -5.545], [0.207, 3.691, -6.868], [0.159, 4.984, -5.696], [-1.161, 4.803, -6.906], [0.840, 2.944, -4.441], [0.392, 1.653, -5.482], [-0.731, 2.254, -2.654], [0.546, 1.120, -3.048], [-1.073, -0.283, -3.360], [-8.558, 1.557, 0.766], [-7.722, 1.486, -0.548], [-7.041, 0.131, -0.781], [-6.138, 0.243, -1.916], [-4.879, -0.292, -1.606], [-8.761, 1.758, -1.754], [-9.243, 2.645, -1.733], [-8.369, 1.572, -2.666], [-9.460, 1.033, -1.666], [-7.964, 1.749, 1.659], [-9.057, 0.630, 1.048], [-9.370, 2.266, 0.607], [-6.926, 2.220, -0.673], [-7.777, -0.653, -0.958], [-6.517, -0.009, 0.165], [-4.208, 0.122, -2.359], [-4.812, -1.379, -1.649], [-4.406, 0.044, -0.683], [2.927, 5.867, -0.397], [1.527, 5.168, -0.599], [1.524, 3.998, 0.346], [0.192, 3.562, 0.502], [0.143, 2.612, 1.540], [0.405, 6.152, -0.242], [-0.350, 5.592, 0.128], [0.567, 6.863, 0.457], [0.105, 6.699, -1.036], [3.120, 6.109, 0.648], [2.952, 6.882, -0.793], [3.756, 5.249, -0.743], [1.293, 4.786, -1.593], [1.876, 4.259, 1.344], [2.117, 3.195, -0.091], [-0.911, 2.438, 1.757], [0.584, 2.984, 2.465], [0.657, 1.694, 1.254], [2.251, -1.491, 4.229], [1.343, -1.158, 5.386], [0.507, -0.270, 5.380], [1.681, -1.897, 6.708], [1.980, -2.835, 6.485], [2.525, -1.554, 7.144], [0.546, -1.796, 7.793], [3.252, -1.094, 4.392], [1.878, -0.933, 3.371], [2.414, -2.549, 4.020], [-0.435, -2.177, 7.510], [0.495, -0.726, 7.994], [0.971, -2.276, 8.675], [7.957, -1.526, -4.510], [7.205, -2.558, -3.717], [7.582, -3.640, -3.389], [5.761, -2.148, -3.283], [5.823, -1.688, -2.386], [5.456, -1.484, -3.980], [4.775, -3.316, -3.072], [9.002, -1.574, -4.202], [7.467, -0.552, -4.538], [8.042, -2.006, -5.485], [4.588, -3.857, -4.000], [3.847, -2.835, -2.762], [5.123, -3.949, -2.256], [-1.064, -2.067, -0.405], [0.284, -1.397, -0.058], [0.505, -0.801, 0.948], [1.341, -1.346, -1.130], [1.710, -2.276, -1.271], [0.933, -1.187, -2.040], [2.470, -0.342, -0.815], [-1.782, -1.368, -0.834], [-1.509, -2.582, 0.447], [-0.874, -2.793, -1.195], [2.812, -0.298, 0.219], [2.138, 0.576, -1.298], [3.372, -0.644, -1.348], [-2.674, -0.527, 3.728], [-2.636, -2.014, 3.836], [-1.960, -2.787, 3.186], [-3.586, -2.616, 4.916], [-4.583, -2.559, 4.766], [-3.368, -3.596, 5.022], [-3.351, -2.044, 6.301], [-1.812, -0.085, 4.228], [-3.615, -0.068, 4.030], [-2.481, -0.382, 2.665], [-2.276, -1.972, 6.469], [-3.635, -2.790, 7.043], [-3.895, -1.117, 6.479], [1.162, -4.742, -3.496], [1.713, -4.954, -2.302], [1.601, -4.113, -1.402], [2.440, -5.919, -2.110], [0.725, -3.903, -3.333], [2.327, -1.125, -3.768], [1.231, -1.519, -4.486], [1.143, -1.632, -5.685], [0.285, -1.846, -3.723], [2.820, -0.896, -4.559], [7.182, 0.451, 0.057], [6.402, -0.066, -0.881], [5.846, -1.183, -0.691], [6.181, 0.460, -1.989], [7.290, -0.204, 0.750]], "atomic_forces_ev_per_a": [[-0.28, 0.98, -0.70], [0.36, -0.38, -0.74], [0.28, -1.06, -0.16], [0.97, -0.59, -0.56], [0.51, -0.82, 0.22], [0.72, 0.17, -1.10], [-0.68, 0.77, -0.17], [-0.69, -0.25, -0.09], [0.02, 0.33, 0.05], [-0.19, -0.08, 0.57], [-0.05, -0.30, 0.01], [-0.17, 0.07, -0.15], [-0.33, 0.58, 0.49], [-0.26, -0.38, 0.23], [-0.24, 0.31, 0.11], [-0.05, -0.08, 0.75], [-0.15, -0.17, 0.14], [0.14, 0.42, 0.18], [-0.71, 0.61, 0.42], [0.77, 0.46, 0.41], [0.33, -0.35, -0.13], [0.68, -1.02, 0.10], [1.36, -0.39, 1.83], [-0.94, -1.59, -0.77], [0.57, 0.60, -0.39], [-0.29, -0.23, 0.71], [-0.81, 0.08, -0.39], [0.97, 0.88, 0.43], [0.18, 0.37, 0.14], [-0.42, 0.01, -0.28], [-0.42, 0.19, 0.19], [-0.18, -0.10, -0.15], [0.20, 0.12, -0.09], [0.34, 0.58, 0.08], [-0.11, 0.10, -0.40], [-1.14, 0.29, -0.11], [-0.04, -0.64, -0.71], [0.71, 0.35, -0.58], [0.37, -0.26, 0.59], [-0.72, 0.06, -0.77], [-0.26, 0.70, 0.63], [-0.19, -0.60, -0.29], [0.48, 0.25, -0.65], [0.70, 1.49, 0.30], [1.31, -0.20, 0.30], [0.59, -1.35, 0.09], [-0.85, 0.22, 0.30], [-0.82, -0.03, -0.43], [0.14, 1.17, -0.03], [-0.01, -0.07, -0.03], [0.08, -0.24, 0.05], [0.45, -0.43, -0.17], [-0.26, -0.43, 0.05], [-0.46, -0.15, 0.58], [-0.61, -0.16, -0.77], [0.00, 0.17, -0.18], [-0.36, -0.13, 0.36], [-0.29, -0.18, 0.40], [-0.24, 0.48, -0.04], [-0.48, -0.16, -0.13], [0.20, 0.42, 0.05], [0.11, -0.21, -0.12], [0.61, -1.00, -0.59], [0.17, -0.23, -0.70], [-1.14, -0.31, -0.56], [-0.10, 1.19, -1.05], [-1.13, -0.18, 2.10], [1.43, 0.29, -1.15], [1.12, -1.34, 1.33], [0.02, 0.59, 0.06], [0.60, 0.36, -0.51], [-0.71, -0.24, 0.18], [0.12, 0.68, -0.33], [-0.01, -0.39, -0.63], [0.25, 0.35, 0.56], [-0.43, 0.35, 0.21], [0.03, -0.23, 0.11], [0.25, -0.44, -0.07], [0.07, -0.37, -0.26], [-0.30, -0.14, -0.08], [-0.56, 0.22, 0.57], [-0.94, 0.47, -0.27], [1.92, 1.05, 1.01], [-1.01, -0.17, 0.02], [-0.13, 0.20, -0.02], [-0.69, -0.36, 0.30], [0.28, -0.44, -0.16], [-0.77, -0.42, -0.04], [0.88, 0.16, 0.64], [-0.25, -0.04, -0.62], [-0.35, -0.58, 0.40], [0.14, -0.25, -0.87], [-0.20, 0.12, -0.31], [0.19, 0.49, -0.11], [0.46, 0.19, -0.02], [0.46, 0.03, 0.10], [0.06, -0.26, -0.14], [0.21, 0.24, 0.07], [-0.09, -0.15, -0.04], [-0.20, 0.29, 0.06], [-0.29, 2.37, -0.58], [1.68, -2.81, 0.67], [-2.17, 0.15, 0.12], [-0.39, -0.91, -0.16], [0.50, 0.92, 0.18], [1.57, 0.63, -0.03], [0.14, 0.10, 0.50], [-0.19, -0.41, -0.11], [-0.36, -0.09, 0.01], [0.63, -0.25, -0.35], [-0.22, -0.12, -0.01], [-0.34, -0.21, -0.07], [-0.27, -1.12, 0.05], [0.17, -0.95, 0.81], [-0.53, 1.11, -0.30], [0.31, -2.14, -1.36], [0.13, 0.90, 1.33], [-0.43, 0.23, 0.02], [0.12, 0.90, -0.06], [-0.13, 0.56, 0.42], [0.43, -0.06, 0.00], [-0.34, 0.35, -0.48], [0.32, -0.01, 0.16], [0.03, -0.15, -0.02], [0.19, 0.05, -0.37], [1.29, -0.39, -0.63], [-0.84, 0.06, -1.31], [-0.02, 0.08, 0.95], [0.60, 1.84, 3.03], [0.48, -2.89, -0.24], [-0.78, -0.09, -1.77], [-0.18, -0.73, -1.38], [0.20, 0.45, 0.13], [0.31, 0.19, 0.12], [0.07, -0.27, 0.01], [-0.88, 0.03, -0.03], [0.18, 0.30, 0.67], [-0.19, -0.30, -0.24], [0.09, -0.39, -0.64], [1.16, -1.46, -1.49], [-2.03, 1.69, 2.11], [0.84, 0.19, 1.18], [-0.46, 0.25, -0.66], [0.19, -0.68, -0.46], [0.47, -0.29, 0.70], [-0.07, -0.01, 0.31], [0.15, -0.06, 0.13], [-0.10, 0.34, -0.07], [-0.10, 0.52, -0.39], [-0.55, 0.00, -0.18], [0.22, -0.08, -0.25], [-0.79, 0.40, -0.52], [3.34, -3.29, 0.27], [-1.95, 5.05, 2.50], [-0.13, -1.14, -1.08], [-0.54, 0.55, -0.76], [0.89, 0.83, -1.26], [-3.15, -2.03, 0.18], [1.94, 1.23, -0.98], [-1.58, 0.74, 2.88], [1.53, 0.43, 0.04], [0.84, 1.52, 0.87], [-2.24, -2.73, -3.41], [0.17, -0.80, 2.10], [0.97, 2.48, 0.56], [0.04, -0.49, -0.01]], "homo_energy_ev": -15.3, "lumo_energy_ev": -13.030, "total_energy_ev": -91241.4059, "charge": 6}



# 2
{"formula": "C36H62CsN2O2P", "method": "the ωB97M-V functional and the def2-TZVPD basis", "elements": ["Cs", "C", "O", "C", "C", "O", "C", "H", "H", "H", "H", "H", "H", "H", "H", "H", "H", "C", "C", "C", "C", "C", "C", "C", "C", "C", "C", "C", "C", "N", "C", "C", "N", "C", "C", "C", "C", "C", "C", "C", "C", "C", "C", "C", "C", "H", "H", "H", "H", "H", "H", "H", "H", "H", "H", "H", "H", "H", "H", "H", "H", "H", "H", "H", "H", "H", "H", "H", "H", "H", "H", "H", "H", "H", "H", "H", "H", "H", "H", "H", "H", "C", "C", "P", "C", "C", "C", "C", "H", "H", "H", "H", "H", "H", "H", "H", "H", "H", "H", "H", "H", "H", "H", "H"], "coordinates": [[-0.262, 0.708, 0.647], [-1.088, 4.086, 0.338], [-1.733, 3.157, 0.687], [-1.905, 3.281, 2.327], [-2.637, 2.106, 3.062], [-1.873, 0.605, 3.062], [-1.083, 0.715, 4.068], [-1.585, 5.059, 0.498], [-1.080, 3.885, -0.745], [-0.052, 4.079, 0.717], [-2.497, 4.208, 2.542], [-0.897, 3.397, 2.800], [-3.658, 2.021, 2.614], [-2.826, 2.432, 4.127], [-1.668, 0.583, 4.999], [-0.369, 1.561, 4.150], [-0.512, -0.211, 3.905], [2.218, 2.125, -1.510], [1.784, 0.778, -2.098], [3.009, -0.136, -2.342], [0.960, 0.964, -3.372], [1.613, 1.526, -4.472], [0.976, 1.672, -5.685], [-0.333, 1.246, -5.827], [-1.065, 0.680, -4.763], [-2.493, 0.305, -5.154], [-2.735, -1.216, -5.154], [-3.535, 1.201, -4.454], [-0.396, 0.563, -3.489], [-0.968, 0.431, -2.353], [-2.183, -0.665, -2.019], [-2.228, -1.733, -1.014], [-1.090, -2.229, 0.077], [-0.795, -3.476, 0.126], [-1.319, -4.632, -0.574], [-1.007, -5.901, -0.033], [-0.199, -6.049, 1.080], [0.340, -4.933, 1.691], [0.059, -3.647, 1.227], [0.716, -2.477, 1.961], [2.242, -2.531, 1.812], [0.300, -2.424, 3.435], [-2.140, -4.655, -1.872], [-1.436, -5.468, -2.975], [-3.553, -5.196, -1.619], [2.777, 1.966, -0.563], [1.323, 2.744, -1.287], [2.872, 2.683, -2.211], [1.200, 0.242, -1.347], [3.714, 0.322, -3.074], [2.670, -1.114, -2.737], [3.547, -0.300, -1.399], [2.645, 1.849, -4.410], [1.503, 2.100, -6.526], [-0.772, 1.382, -6.812], [-2.674, 0.552, -6.224], [-2.552, -1.757, -4.219], [-2.041, -1.684, -5.890], [-3.773, -1.437, -5.490], [-3.487, 1.239, -3.356], [-4.560, 0.917, -4.772], [-3.363, 2.253, -4.775], [-3.099, -0.595, -2.583], [-3.167, -2.291, -0.964], [-1.378, -6.809, -0.489], [0.029, -7.035, 1.455], [0.989, -5.094, 2.542], [0.398, -1.541, 1.509], [2.666, -3.445, 2.277], [2.703, -1.644, 2.297], [2.519, -2.516, 0.735], [0.637, -3.326, 3.986], [-0.804, -2.342, 3.516], [0.754, -1.533, 3.921], [-2.236, -3.670, -2.333], [-1.322, -6.537, -2.705], [-0.431, -5.039, -3.178], [-2.027, -5.421, -3.915], [-3.529, -6.241, -1.244], [-4.146, -5.177, -2.559], [-4.074, -4.564, -0.869], [2.696, 1.293, 5.183], [1.869, 1.120, 3.922], [1.836, 2.550, 2.758], [1.332, 3.922, 3.877], [0.909, 5.173, 3.126], [3.633, 2.864, 2.513], [3.918, 3.791, 1.343], [2.639, 0.384, 5.791], [2.335, 2.121, 5.800], [3.753, 1.469, 4.960], [0.836, 0.892, 4.207], [2.241, 0.247, 3.374], [2.134, 4.171, 4.579], [0.478, 3.581, 4.474], [1.740, 5.617, 2.572], [0.546, 5.927, 3.832], [0.101, 4.964, 2.417], [4.125, 1.906, 2.311], [4.088, 3.273, 3.421], [3.482, 3.411, 0.412], [4.999, 3.881, 1.193], [3.526, 4.797, 1.514], [2.257, -0.283, -0.311]], "atomic_forces_ev_per_a": [[0.04, -0.76, -1.08], [6.84, 9.31, -5.70], [-9.09, -10.73, 10.13], [0.25, -1.48, -0.80], [-0.39, -1.16, -1.37], [-6.14, 5.72, -4.32], [2.57, -1.99, 4.04], [0.36, 0.72, 0.04], [0.88, 1.11, -0.54], [0.27, 0.52, -0.26], [0.41, -0.65, -0.56], [-0.70, -0.12, -1.03], [0.96, -0.64, 0.13], [0.69, -0.67, -0.86], [0.51, 0.32, 0.49], [-1.52, 0.09, -0.26], [0.50, 0.33, 1.03], [-0.02, 0.10, 0.14], [0.04, 0.10, -1.03], [0.40, 0.41, -0.98], [2.10, 0.61, -1.30], [-0.39, -0.39, 0.68], [0.04, 0.25, -0.57], [-0.11, -0.42, 0.62], [1.02, 0.26, -2.33], [-0.11, -0.04, 0.35], [-0.17, -0.59, -0.38], [-0.37, 0.39, 0.10], [-0.59, 1.04, -2.23], [-4.91, -4.34, 5.95], [2.93, -0.93, 2.26], [3.38, 2.10, -0.83], [-4.45, 5.42, -4.70], [-1.19, -1.12, -0.08], [0.51, -1.13, 0.14], [0.09, 1.12, -0.17], [-0.24, -0.80, -0.15], [-0.04, 1.29, -0.27], [2.04, -2.51, 2.09], [0.23, -0.27, -0.06], [0.39, -0.16, -0.08], [-0.08, -0.05, 0.24], [0.34, -0.09, -0.03], [0.16, -0.17, -0.30], [-0.42, 0.08, -0.11], [-0.36, -0.25, -0.50], [0.40, -0.08, -0.18], [-0.33, -0.18, 0.28], [0.21, 0.17, -0.59], [-0.38, -0.16, 0.07], [0.19, 0.41, 0.20], [-0.30, 0.03, -0.39], [0.10, -0.04, 0.23], [0.06, 0.10, -0.19], [-0.34, -0.12, 0.04], [0.65, 0.10, 0.46], [-0.08, 0.40, -0.05], [-0.43, 0.38, 0.33], [0.43, 0.05, 0.19], [0.08, -0.32, -0.35], [0.34, 0.12, 0.23], [-0.09, -0.59, 0.02], [-0.29, 0.21, 0.01], [0.06, 0.24, 0.03], [-0.17, -0.03, -0.24], [0.02, -0.24, 0.08], [0.12, 0.17, 0.15], [0.08, -0.56, -0.03], [-0.22, 0.27, -0.08], [-0.11, -0.42, -0.40], [-0.17, 0.20, 0.81], [-0.21, 0.42, -0.21], [0.50, -0.13, 0.03], [-0.06, -0.59, -0.11], [0.04, 0.12, 0.49], [0.02, 0.46, -0.09], [-0.58, -0.31, 0.14], [0.28, -0.04, 0.39], [0.01, 0.53, -0.14], [0.19, -0.06, 0.43], [0.25, -0.40, -0.36], [0.24, -0.07, 0.27], [0.37, -0.12, 0.35], [0.04, -0.43, -0.41], [0.22, 0.15, 0.38], [-0.11, 0.45, -0.05], [0.23, -0.01, 0.08], [0.11, 0.22, -0.35], [0.05, 0.07, 0.00], [0.04, -0.01, -0.01], [-0.08, 0.02, 0.05], [1.84, -0.06, -0.22], [-0.07, 0.18, -0.23], [-0.05, -0.03, 0.11], [0.10, -0.12, 0.08], [-0.10, -0.07, -0.01], [0.02, 0.05, -0.06], [0.42, 0.26, 0.21], [-0.29, -0.04, 0.05], [-0.04, -0.03, 0.11], [0.09, 0.12, 0.28], [-0.08, 0.03, -0.02], [0.01, -0.01, -0.02], [0.13, -0.48, 2.66]], "homo_energy_ev": 0.7, "lumo_energy_ev": 2.976, "total_energy_ev": -55236.2315, "charge": -2}